# C7H13N

A cluster of 2 separate species, C7H13N in total (wB97M-V/def2-TZVPD, the Open Molecules 2025 dataset).

Each line ends with the Löwdin charge.
CARTESIAN COORDINATES (ANGSTROEM)
1 C 0.14671 1.97652 0.82851  -0.281
2 C 0.66953 1.13478 -0.31421  -0.213
3 C -0.37192 0.80969 -1.41858  -0.189
4 C 0.22424 -2.60123 1.39711  0.049
5 C 0.04823 -2.06377 0.18959  -0.272
6 C -0.90170 -1.45344 -0.60116  -0.027
7 C -0.46022 -0.69186 -1.80012  -0.267
8 N -0.98938 1.32891 1.54752  0.004
9 H 0.96390 2.10380 1.54269  0.102
10 H -0.13219 2.98487 0.50009  0.103
11 H 0.89155 0.14528 0.10030  0.059
12 H 1.62422 1.50593 -0.70280  0.114
13 H -1.34533 1.19952 -1.11148  0.109
14 H -0.11697 1.30658 -2.36031  0.107
15 H 1.22242 -2.83887 1.74912  0.065
16 H -0.49342 -2.52745 2.22429  0.080
17 H 1.45615 -1.88790 -0.44804  0.179
18 H 0.52656 -0.97395 -2.20543  0.094
19 H -1.16990 -0.86489 -2.61191  0.104
20 H -1.18852 0.45052 1.07668  0.020
21 H -0.60395 0.95699 2.41815  0.060

Forces on atoms 1 to 2 (eV/Å):
-0.0333 0.0838 0.3624
-0.1589 -1.1972 -0.2479

# C7H13N

An isolated molecule of C7H13N (wB97M-V/def2-TZVPD, the Open Molecules 2025 dataset).

Each line ends with the Löwdin charge.
CARTESIAN COORDINATES (ANGSTROEM)
1 C 2.19243 0.37289 2.40920  -0.103
2 C 1.46337 -0.02107 1.06883  -0.271
3 C 0.48108 1.08131 0.64430  -0.213
4 N 0.36346 -1.00078 -1.76764  0.094
5 C -0.73316 -0.32312 -1.22056  -0.369
6 C -0.65926 0.53995 -0.18554  -0.088
7 C -3.19537 -0.51339 -1.32192  0.011
8 C -2.00810 -0.63364 -1.90291  -0.141
9 H 2.49462 1.41036 2.24886  0.064
10 H 3.12801 -0.18860 2.46582  0.062
11 H 1.52061 0.22036 3.24873  0.069
12 H 0.90341 -0.94584 1.30315  0.110
13 H 2.21518 -0.26117 0.32999  0.083
14 H -0.02220 1.70994 1.37402  0.105
15 H 1.14633 1.76962 0.10288  0.115
16 H 0.23535 -1.97983 -1.98325  0.088
17 H 1.30327 -0.85483 -1.42247  0.070
18 H -1.52476 1.21293 -0.25074  0.100
19 H -4.11797 -0.67146 -1.86610  0.054
20 H -3.27618 -0.19639 -0.29276  0.058
21 H -1.91012 -0.72727 -2.98188  0.103

Forces on atoms 1 to 2 (eV/Å):
0.1485 -0.0362 -2.1087
-0.7006 -0.2987 2.8180

Results
* SMILES: C=C/C(N)=C/CCC

Values of LUMO level, in order: -1.54, 1.06, all in eV.
Values of largest force on an atom, in order: 5.6, 2.9, all in eV/Å.